Run i
Density functional theory data (ωB97M-V with the def2-TZVPD basis set) for a cluster of 2 separate species, C10H16 in total.

Bonds (Å) are listed after each position.
Element x y z (Å)
1 C 0.1471 -1.8207 -1.3524  C2 1.546, C3 1.519, H4 1.095, H5 1.089
2 C -0.3770 -0.8780 -2.4595  C1 1.546, H6 1.096, H9 1.102, H10 1.103
3 C -0.0760 -3.2914 -1.6611  C1 1.519, H7 1.096, H8 1.080, H11 1.090
4 H 1.2081 -1.5833 -1.2231  C1 1.095
5 H -0.3332 -1.5202 -0.4220  C1 1.089
6 H 0.3016 -0.2154 -3.0093  C2 1.096
7 H -1.1436 -3.4700 -1.8301  C3 1.096
8 H 0.5311 -3.6135 -2.4936  C3 1.080
9 H -1.1671 -0.1923 -2.1128  C2 1.102
10 H -0.9239 -1.4460 -3.2310  C2 1.103
11 H 0.1483 -3.8761 -0.7690  C3 1.090
12 C 2.1819 2.1067 1.0808  C14 1.477, H21 1.099, H22 1.079, H26 1.096
13 C -0.2264 2.1406 0.3863  C14 1.418, C15 1.356, H19 1.086
14 C 0.7685 1.7511 1.3191  C12 1.477, C13 1.418, C16 1.430
15 C -1.4761 1.6244 0.4939  C13 1.356, C17 1.430, H20 1.085
16 C 0.4536 0.9101 2.4325  C14 1.430, C18 1.364, H23 1.081
17 C -1.7946 0.8294 1.6391  C15 1.430, C18 1.406, H24 1.078
18 C -0.8019 0.3851 2.5296  C16 1.364, C17 1.406, H25 1.079
19 H -0.0239 2.7619 -0.4813  C13 1.086
20 H -2.3295 1.8796 -0.1250  C15 1.085
21 H 2.5368 1.5597 0.1963  C12 1.099
22 H 2.8008 1.8588 1.9287  C12 1.079
23 H 1.1651 0.6623 3.2078  C16 1.081
24 H -2.8223 0.5986 1.8701  C17 1.078
25 H -1.0131 -0.3135 3.3249  C18 1.079
26 H 2.2658 3.1522 0.7614  C12 1.096

As for the spin multiplicity: 2. As for the expectation value of S²: 0.767. The calculation puts the frontier orbital gap (alpha / beta) at 9.72 / 5.97 eV. The total charge is +1.

---

Run ii
Density functional theory data (ωB97M-V with the def2-TZVPD basis set) for a cluster of 2 separate species, C10H16 in total.

Bonds (Å) are listed after each position.
Element x y z (Å)
1 C 0.3572 2.1570 -0.2901  C2 1.568, C3 1.482, H9 1.081, H10 1.129
2 C -1.0337 1.8260 -0.9340  C1 1.568, H11 1.096, H17 1.071, H18 1.095
3 C 0.8765 0.9532 0.4006  C1 1.482, C4 1.427, C5 1.453
4 C 0.2849 0.6139 1.6544  C3 1.427, C6 1.394, H12 1.093
5 C 1.9056 0.1303 -0.2113  C3 1.453, C7 1.369, H13 1.075
6 C 0.8381 -0.3558 2.4888  C4 1.394, C8 1.384, H14 1.079
7 C 2.3507 -0.8642 0.6178  C5 1.369, C8 1.391, H15 1.081
8 C 1.7406 -1.1722 1.8294  C6 1.384, C7 1.391, H16 1.088
9 H 1.0833 2.6135 -0.9477  C1 1.081
10 H 0.1500 2.7779 0.6301  C1 1.129
11 H -0.9509 1.5908 -2.0007  C2 1.096
12 H -0.4446 1.2164 2.2011  C4 1.093
13 H 2.3080 0.3545 -1.1828  C5 1.075
14 H 0.5469 -0.5097 3.5166  C6 1.079
15 H 3.1279 -1.4852 0.1941  C7 1.081
16 H 1.9286 -2.1390 2.2917  C8 1.088
17 H -1.8083 2.5416 -0.7499  C2 1.071
18 H -1.3207 0.9584 -0.3300  C2 1.095
19 C -1.2387 -1.2304 -1.8505  C20 1.549, H21 1.117, H22 1.080, H23 1.099
20 C -1.6951 -1.6575 -0.4332  C19 1.549, H24 1.078, H25 1.104, H26 1.096
21 H -0.6198 -0.3045 -1.7718  C19 1.117
22 H -0.5611 -1.8446 -2.4241  C19 1.080
23 H -2.1639 -1.1387 -2.4361  C19 1.099
24 H -1.4914 -2.6614 -0.0967  C20 1.078
25 H -2.7791 -1.4532 -0.4810  C20 1.104
26 H -1.3910 -0.9172 0.3154  C20 1.096

As for the spin multiplicity: 2. As for the expectation value of S²: 0.767. The calculation puts the frontier orbital gap (alpha / beta) at 10.35 / 6.67 eV. The total charge is +1.

---

Run iii
Density functional theory data (ωB97M-V with the def2-TZVPD basis set) for a cluster of 2 separate species, C10H16 in total.

Bonds (Å) are listed after each position.
Element x y z (Å)
1 C 2.5282 0.4642 1.7402  C5 1.465, H12 1.080, H13 1.183, H15 1.085
2 C 0.0610 1.6926 -0.8122  C3 1.410, C4 1.380, H8 1.106
3 C -0.9425 2.0525 0.1100  C2 1.410, C6 1.391, H9 1.205
4 C 1.0725 0.8788 -0.3431  C2 1.380, C5 1.474, H10 1.120
5 C 1.2183 0.5805 1.0935  C1 1.465, C4 1.474, C7 1.404
6 C -0.8613 1.6785 1.4474  C3 1.391, C7 1.359, H11 1.043
7 C 0.1294 0.8817 1.9277  C5 1.404, C6 1.359, H14 1.096
8 H -0.2271 1.7940 -1.8754  C2 1.106
9 H -1.9153 2.5287 -0.4183  C3 1.205
10 H 1.6959 0.3291 -1.0945  C4 1.120
11 H -1.6228 1.7732 2.1542  C6 1.043
12 H 2.4715 1.3345 2.3767  C1 1.080
13 H 3.3681 0.6501 0.9280  C1 1.183
14 H 0.1322 0.7459 3.0150  C7 1.096
15 H 2.8119 -0.4069 2.3212  C1 1.085
16 C -1.3316 -1.7811 -1.4691  C17 1.561, C18 1.549, H19 1.074, H20 1.068
17 C -0.0777 -1.8079 -2.3992  C16 1.561, H21 1.045, H25 1.061, H26 1.047
18 C -1.6068 -3.0520 -0.6281  C16 1.549, H22 1.166, H23 1.092, H24 1.043
19 H -1.1861 -1.0998 -0.6515  C16 1.074
20 H -2.2172 -1.6130 -2.0416  C16 1.068
21 H 0.5559 -1.2806 -1.7576  C17 1.045
22 H -2.0852 -2.7462 0.3907  C18 1.166
23 H -2.4074 -3.5823 -1.1481  C18 1.092
24 H -0.7995 -3.6944 -0.4740  C18 1.043
25 H 0.5563 -2.6548 -2.3196  C17 1.061
26 H -0.2675 -1.6045 -3.4081  C17 1.047

As for the spin multiplicity: 2. As for the expectation value of S²: 0.769. The calculation puts the frontier orbital gap (alpha / beta) at 8.98 / 5.66 eV. The total charge is +1.

---

Relative energies with respect to the most stable structure, expressed in kcal/mol: run i 0.0; run ii 22.3; run iii 48.6.